(1)
{
  "formula": "C15H17F6N3O",
  "method": "ωB97M-V/def2-TZVPD",
  "symbols": ["C", "H", "H", "H", "C", "O", "H", "C", "N", "C", "N", "C", "H", "H", "N", "H", "H", "C", "H", "H", "C", "C", "C", "C", "C", "C", "C", "H", "C", "F", "F", "F", "H", "C", "F", "F", "F", "H", "H", "H", "H", "H"],
  "positions_angstrom": [[-4.072, -2.524, 0.278], [-4.939, -2.075, 0.012], [-4.077, -3.190, 0.939], [-3.733, -3.035, -0.749], [-3.071, -1.662, 0.499], [-3.477, -1.009, 1.948], [-4.253, -0.442, 1.948], [-2.903, -0.379, -0.549], [-2.027, 0.662, -0.058], [-2.574, 1.807, -0.061], [-3.877, 2.015, -0.459], [-4.256, 0.532, -0.848], [-4.437, 0.150, -1.903], [-4.986, 0.238, -0.087], [-2.015, 2.983, 0.252], [-1.086, 3.056, 0.339], [-2.505, 3.662, 0.217], [-0.633, 0.364, 0.403], [-0.375, -0.449, 0.740], [-0.283, 1.225, 1.147], [0.241, 0.453, -1.046], [1.601, 0.339, -0.438], [2.221, -0.929, -0.399], [3.480, -1.192, 0.109], [4.382, 0.000, -0.049], [3.955, 1.134, 0.051], [2.567, 1.136, -0.331], [2.226, 2.493, -0.460], [4.676, 2.269, 0.415], [5.283, 2.761, -0.776], [4.103, 3.427, 0.838], [5.775, 2.006, 0.956], [5.438, -0.289, 0.517], [4.037, -2.780, 0.015], [5.150, -2.818, 0.759], [3.206, -3.277, 0.638], [4.360, -3.163, -1.347], [1.595, -1.878, -0.386], [-0.070, -0.281, -1.618], [0.042, 1.550, -1.354], [-2.407, -0.964, -1.169], [-2.282, -1.927, 1.066]],
  "mulliken_charge": [-1.5753, 0.3697, 0.5840, 0.2587, -0.0809, -0.6556, 0.2844, -0.3727, 0.4168, 0.8853, -0.8885, -0.3152, 0.2773, 0.2796, -0.2993, 0.1030, 0.1374, -1.8090, 0.9208, 0.2717, -1.1310, 0.9037, -0.6850, -0.0134, -0.6604, 0.2962, 0.1039, -0.0774, 0.7209, -0.3126, -0.2604, -0.2481, 0.1955, 0.9095, -0.2821, -0.1593, -0.2683, 0.2517, 0.6750, 0.3109, 0.4516, 0.4870],
  "total_energy_ha": -1419.9733,
  "homo_ha": -0.2870,
  "orbital_gap_ev": 7.78,
  "de_lowest_ev": 15.8756
}

=====

(2)
{
  "formula": "C15H17FN2O3S",
  "method": "ωB97M-V/def2-TZVPD",
  "symbols": ["C", "O", "C", "C", "C", "C", "C", "N", "S", "O", "O", "N", "C", "C", "C", "C", "C", "C", "C", "F", "C", "C", "H", "H", "H", "H", "H", "H", "H", "H", "H", "H", "H", "H", "H", "H", "H", "H", "H"],
  "positions_angstrom": [[-4.081, -1.037, 1.375], [-3.582, -0.755, 0.087], [-2.296, -1.092, -0.196], [-1.440, -1.774, 0.663], [-0.137, -2.035, 0.276], [0.341, -1.629, -0.960], [1.776, -1.840, -1.355], [2.588, -0.654, -1.136], [3.294, -0.488, 0.337], [3.915, -1.730, 0.668], [4.078, 0.708, 0.281], [2.045, -0.294, 1.444], [1.703, 1.079, 1.784], [0.829, 1.653, 0.702], [1.379, 2.238, -0.432], [0.568, 2.735, -1.439], [-0.811, 2.665, -1.322], [-1.383, 2.098, -0.198], [-0.555, 1.597, 0.790], [-1.125, 1.053, 1.888], [-0.526, -0.961, -1.821], [-1.827, -0.701, -1.452], [-3.481, -0.550, 2.148], [-5.093, -0.636, 1.393], [-4.118, -2.115, 1.564], [-1.773, -2.096, 1.636], [0.519, -2.564, 0.949], [1.849, -2.102, -2.415], [2.246, -2.623, -0.759], [2.165, 0.204, -1.452], [2.256, -0.864, 2.248], [1.166, 1.075, 2.734], [2.615, 1.682, 1.876], [2.455, 2.307, -0.504], [1.013, 3.186, -2.312], [-1.443, 3.057, -2.104], [-2.452, 2.036, -0.078], [-0.174, -0.644, -2.792], [-2.504, -0.189, -2.116]],
  "mulliken_charge": [-0.8503, -0.4874, 0.6125, -0.5816, -0.5433, 0.5654, -1.7372, -0.1400, 1.1283, -0.7092, -0.6567, -0.1833, -1.4620, 0.7367, -0.5239, -0.5371, -0.4557, -0.4201, 0.2281, -0.4649, -0.1740, -0.4173, 0.2989, 0.2591, 0.3547, 0.4371, 0.3178, 0.4324, 0.5646, 0.3060, 0.3118, 0.4811, 0.4532, 0.6366, 0.4408, 0.4277, 0.4451, 0.4153, 0.4909],
  "total_energy_ha": -1415.0661,
  "smiles": "COc1ccc(CNS(=O)(=O)NCc2ccccc2F)cc1",
  "homo_ha": -0.3122,
  "orbital_gap_ev": 9.14,
  "de_lowest_ev": 0.0000
}

=====

(3)
{
  "formula": "C15H17FN3O6P",
  "method": "ωB97M-V/def2-TZVPD",
  "symbols": ["C", "C", "C", "C", "C", "C", "C", "C", "F", "C", "C", "N", "N", "C", "C", "O", "C", "O", "C", "C", "N", "H", "H", "H", "H", "H", "H", "H", "H", "H", "H", "H", "H", "H", "H", "H", "H", "H", "O", "P", "O", "O", "O"],
  "positions_angstrom": [[5.433, -0.968, 1.854], [4.891, -1.076, 0.786], [4.152, -1.134, -0.488], [2.883, -0.315, -0.393], [3.060, 1.142, -0.447], [4.319, 1.712, -0.595], [5.409, 2.171, -0.934], [1.849, 1.898, -0.327], [1.966, 3.252, -0.366], [0.627, 1.371, -0.162], [-0.551, 2.313, -0.049], [-0.803, 3.058, -1.306], [0.496, -0.060, -0.130], [-0.820, -0.614, 0.023], [-1.682, -0.486, -1.240], [-2.754, -1.469, -1.248], [-3.768, -1.146, -0.383], [-4.467, -0.188, -0.479], [1.655, -0.874, -0.251], [1.516, -2.382, -0.191], [2.010, -2.915, 1.107], [5.757, -0.640, 2.813], [3.974, -2.181, -0.738], [4.769, -0.711, -1.287], [6.405, 2.548, -0.941], [-1.470, 1.840, 0.289], [-0.286, 3.040, 0.731], [-0.296, 3.932, -1.303], [-1.788, 3.285, -1.393], [-0.805, -1.659, 0.322], [-1.319, -0.077, 0.847], [-1.105, -0.663, -2.148], [-2.141, 0.500, -1.340], [-3.934, -1.858, 0.443], [0.503, -2.720, -0.410], [2.147, -2.816, -0.972], [1.325, -3.538, 1.521], [2.162, -2.132, 1.732], [-7.454, 1.579, 1.531], [-7.862, 0.113, 1.407], [-9.079, -0.114, 2.304], [-6.679, -0.753, 1.831], [-8.247, -0.265, -0.021]],
  "mulliken_charge": [0.0027, -0.4330, -1.5115, 0.8850, 0.5934, -0.9197, -0.6113, 1.1355, -0.4400, 0.1988, -1.6493, -0.6700, 0.2262, -1.7493, -0.1592, -0.4267, 0.1466, -0.4616, 0.4543, -1.5385, -0.5685, 0.4192, 0.2741, 0.5366, 0.4281, 0.6154, 0.3821, 0.2237, 0.2366, 0.6234, 0.3734, 0.3057, 0.3534, 0.4582, 0.5148, 0.2307, 0.2541, 0.3109, -0.5070, 0.9961, -0.5619, -0.4668, -0.5047],
  "total_energy_ha": -1638.4810,
  "homo_ha": 0.0116,
  "orbital_gap_ev": 1.43,
  "charge": -2
}

=====

(4)
{
  "formula": "C15H17FeN4S2",
  "method": "ωB97M-V/def2-TZVPD",
  "symbols": ["Fe", "N", "C", "C", "C", "C", "N", "H", "H", "H", "H", "H", "H", "H", "H", "H", "H", "H", "H", "S", "C", "S", "C", "C", "N", "C", "N", "C", "C", "C", "C", "C", "C", "C", "H", "H", "H", "H", "H"],
  "positions_angstrom": [[-0.360, -0.902, 0.468], [-1.303, -0.950, -1.682], [-1.634, 0.328, -2.337], [-0.670, 1.436, -1.884], [-1.318, 2.486, -0.983], [-1.941, 1.924, 0.285], [-0.948, 1.256, 1.138], [-0.462, -1.356, -2.079], [-2.063, -1.616, -1.727], [-2.662, 0.581, -2.064], [-1.609, 0.241, -3.427], [-0.226, 1.940, -2.746], [0.147, 0.952, -1.338], [-2.109, 3.022, -1.521], [-0.555, 3.231, -0.723], [-2.686, 1.172, 0.048], [-2.462, 2.736, 0.804], [-1.399, 0.916, 1.981], [-0.209, 1.896, 1.399], [-0.876, -2.234, 2.514], [-2.562, -1.868, 2.503], [-3.287, -1.388, 1.028], [-3.326, -2.002, 3.675], [-2.767, -2.447, 4.917], [-2.380, -2.807, 5.944], [-4.728, -1.714, 3.711], [-5.856, -1.486, 3.808], [1.470, -0.711, -0.280], [2.799, -0.526, -0.631], [3.233, -0.143, -1.958], [4.556, 0.109, -2.269], [5.580, -0.021, -1.324], [5.207, -0.426, -0.030], [3.895, -0.678, 0.309], [2.471, -0.030, -2.723], [4.810, 0.419, -3.280], [6.615, 0.181, -1.576], [5.978, -0.538, 0.729], [3.638, -0.981, 1.318]],
  "mulliken_charge": [0.1256, -0.5244, -0.7327, 0.2105, -1.0269, -0.4627, -0.3733, 0.2223, 0.2580, 0.4394, 0.3009, 0.3761, -0.2897, 0.3604, 0.3640, 0.1688, 0.3611, 0.2286, 0.1950, -0.4537, 0.5039, -0.4925, -0.0581, 0.1231, -0.6327, 0.1666, -0.6345, -1.1844, 1.1998, -0.5355, -0.2996, -0.5752, -0.1914, -0.6738, 0.2645, 0.3032, 0.3218, 0.2985, 0.3492],
  "s_squared": 8.791,
  "total_energy_ha": -2860.8151,
  "homo_ha": [0.0158, 0.0187],
  "spin_multiplicity": 6,
  "orbital_gap_ev": [4.38, 4.29],
  "charge": -2
}

=====

(5)
{
  "formula": "C15H17N3O5",
  "method": "ωB97M-V/def2-TZVPD",
  "symbols": ["O", "N", "O", "C", "C", "C", "C", "C", "C", "H", "H", "H", "H", "H", "O", "N", "O", "C", "C", "C", "C", "C", "C", "H", "H", "H", "H", "H", "C", "N", "C", "C", "O", "H", "H", "H", "H", "H", "H", "H"],
  "positions_angstrom": [[-6.233, -2.194, -0.470], [-6.349, -1.138, -1.147], [-7.272, -0.870, -1.715], [-5.098, -0.390, -1.512], [-5.068, 0.590, -2.700], [-3.930, 1.496, -2.929], [-2.601, 1.144, -2.325], [-2.416, -0.001, -1.422], [-3.760, -0.802, -0.986], [-5.885, 0.500, -3.196], [-3.984, 2.317, -3.679], [-1.699, 1.614, -2.655], [-1.531, -0.395, -0.953], [-3.853, -1.607, -0.395], [6.183, -3.820, -1.516], [5.373, -4.135, -0.577], [5.225, -5.292, -0.257], [4.744, -3.173, 0.272], [4.899, -1.710, 0.062], [3.860, -0.656, 0.780], [3.099, -1.131, 1.979], [3.170, -2.539, 2.293], [3.827, -3.578, 1.487], [5.474, -1.243, -0.687], [3.784, 0.406, 0.709], [2.291, -0.588, 2.411], [2.853, -2.809, 3.329], [3.799, -4.644, 1.657], [-0.440, 2.820, -0.134], [0.139, 2.741, 1.232], [0.593, 3.888, 1.985], [-0.011, 1.499, 1.916], [0.365, 1.380, 3.101], [0.180, 3.736, -0.455], [-1.458, 3.195, -0.039], [-0.317, 1.974, -0.905], [0.892, 3.764, 3.026], [0.149, 4.767, 1.766], [1.477, 4.094, 1.411], [-0.470, 0.787, 1.239]],
  "mulliken_charge": [-0.5907, 0.9442, -0.5374, 0.0399, -0.5993, -0.5117, -0.3523, -0.4701, -0.4708, 0.6208, 0.3437, 0.5261, 0.5116, 0.5674, -0.5620, 0.8792, -0.5469, 0.1312, -0.5299, -0.4390, -0.3417, -0.2888, -0.3734, 0.4256, 0.4498, 0.4527, 0.3080, 0.4244, -0.8645, 0.1266, -1.2239, 0.0911, -0.6381, 0.3023, 0.3137, 0.2905, 0.3023, 0.4847, 0.4578, 0.3466],
  "total_energy_ha": -1121.7488,
  "smiles": "O=[N+]([O-])c1ccccc1.O=[N+]([O-])c1ccccc1.CN(C)C=O",
  "homo_ha": -0.3474,
  "orbital_gap_ev": 8.29,
  "de_lowest_ev": 16.7522
}

=====

(6)
{
  "formula": "C15H18",
  "method": "ωB97M-V/def2-TZVPD",
  "symbols": ["C", "C", "C", "C", "C", "C", "C", "C", "H", "H", "H", "H", "H", "H", "H", "H", "H", "H", "C", "C", "C", "C", "C", "C", "C", "H", "H", "H", "H", "H", "H", "H", "H"],
  "positions_angstrom": [[1.505, -1.921, -3.019], [0.976, -0.733, -2.211], [-0.137, -1.124, -1.259], [-1.391, -0.527, -1.369], [-2.394, -0.824, -0.455], [-2.128, -1.653, 0.620], [-0.870, -2.232, 0.762], [0.114, -1.973, -0.183], [0.716, -2.672, -3.088], [2.280, -2.455, -2.466], [1.929, -1.645, -3.977], [1.741, -0.208, -1.635], [0.593, 0.030, -2.891], [-1.550, 0.188, -2.166], [-3.350, -0.333, -0.595], [-2.870, -1.769, 1.406], [-0.690, -2.966, 1.533], [1.017, -2.577, -0.159], [2.310, 1.724, 0.509], [0.933, 1.697, 1.096], [-0.164, 2.182, 0.414], [-1.412, 2.233, 1.040], [-1.582, 1.772, 2.320], [-0.480, 1.198, 2.965], [0.728, 1.069, 2.324], [2.375, 2.328, -0.398], [2.682, 0.730, 0.232], [3.044, 2.137, 1.197], [-0.080, 2.631, -0.567], [-2.239, 2.638, 0.467], [-2.545, 1.751, 2.820], [-0.609, 0.783, 3.961], [1.548, 0.523, 2.771]],
  "mulliken_charge": [-1.2797, -0.3895, 0.5799, -0.2879, -0.4974, -0.4109, -0.6613, -0.3452, 0.3463, 0.3419, 0.3612, -0.0176, 0.4058, 0.3490, 0.3826, 0.3862, 0.4144, 0.3037, -1.6018, 0.7503, -0.2111, -0.5522, -0.3992, -0.5205, -0.4030, 0.3910, 0.2590, 0.4246, 0.3324, 0.3924, 0.4024, 0.3573, 0.3969],
  "total_energy_ha": -582.3647,
  "smiles": "CCc1ccccc1.Cc1ccccc1",
  "homo_ha": -0.3185,
  "orbital_gap_ev": 9.58,
  "de_lowest_ev": 0.0285
}

=====

(7)
{
  "formula": "C15H18",
  "method": "ωB97M-V/def2-TZVPD",
  "symbols": ["C", "C", "C", "C", "C", "C", "C", "H", "H", "H", "H", "H", "H", "H", "H", "C", "C", "C", "C", "C", "C", "C", "C", "H", "H", "H", "H", "H", "H", "H", "H", "H", "H"],
  "positions_angstrom": [[1.301, 2.036, -3.270], [-2.165, 1.295, -0.900], [-1.875, 0.482, -2.005], [-1.367, 2.449, -0.631], [-0.877, 0.825, -2.875], [-0.287, 2.712, -1.418], [0.041, 1.866, -2.500], [-2.924, 0.988, -0.190], [-2.394, -0.431, -2.238], [-1.488, 3.062, 0.249], [-0.683, 0.201, -3.731], [0.364, 3.515, -1.121], [1.824, 2.937, -2.964], [0.967, 2.083, -4.315], [2.016, 1.222, -3.120], [1.917, -0.410, 1.906], [1.415, 0.820, 1.145], [0.792, -1.423, 1.948], [0.522, -2.160, 0.788], [-0.124, -1.573, 2.975], [-0.360, -3.230, 0.817], [-1.117, -2.557, 2.981], [-1.201, -3.432, 1.904], [2.739, -0.905, 1.389], [2.211, -0.096, 2.908], [2.175, 1.594, 1.010], [1.053, -1.960, -0.135], [-0.117, -0.922, 3.831], [-0.442, -3.867, -0.048], [-1.744, -2.604, 3.864], [-1.812, -4.317, 1.996], [0.555, 1.312, 1.598], [1.083, 0.486, 0.153]],
  "mulliken_charge": [-1.3607, -0.2895, -0.4745, -0.4109, -0.3703, -0.3758, 0.9757, 0.4518, 0.4422, 0.4376, 0.4256, 0.3841, 0.3942, 0.4030, 0.3414, -0.8740, -0.7478, 0.3107, -0.2739, -0.2249, -0.7505, -0.5375, -0.3380, 0.3333, 0.3771, 0.4262, 0.4264, 0.3715, 0.3915, 0.3898, 0.3910, 0.3678, -0.0127],
  "s_squared": 0.768,
  "total_energy_ha": -582.0437,
  "homo_ha": [-0.4211, -0.4211],
  "spin_multiplicity": 2,
  "orbital_gap_ev": [7.12, 3.32],
  "charge": 1,
  "de_lowest_ev": 0.0837
}

=====

(8)
{
  "formula": "C15H18AgClN3O4Si",
  "method": "ωB97M-V/def2-TZVPD",
  "symbols": ["Ag", "N", "C", "C", "C", "C", "C", "N", "C", "C", "C", "C", "C", "N", "H", "H", "H", "H", "H", "H", "H", "H", "H", "O", "Cl", "O", "O", "O", "C", "Si", "C", "C", "C", "C", "H", "H", "H", "H", "H", "H", "H", "H", "H"],
  "positions_angstrom": [[0.701, -0.562, -0.567], [2.945, 1.026, 1.792], [2.557, -0.278, 2.212], [2.736, -0.536, 3.600], [2.597, -1.908, 4.010], [2.230, -2.830, 3.039], [2.035, -2.428, 1.704], [2.187, -1.184, 1.291], [2.730, 1.728, 0.611], [3.024, 3.141, 0.562], [2.761, 3.851, -0.634], [2.389, 3.157, -1.797], [2.163, 1.809, -1.640], [2.226, 1.129, -0.486], [3.311, 1.596, 2.514], [3.189, 0.247, 4.203], [2.785, -2.184, 5.001], [2.202, -3.898, 3.180], [1.897, -3.200, 0.941], [3.749, 3.597, 1.333], [2.909, 4.904, -0.653], [2.377, 3.648, -2.754], [1.892, 1.185, -2.540], [1.654, -0.845, -3.382], [2.267, -2.095, -2.889], [1.393, -3.270, -3.079], [2.404, -1.911, -1.416], [3.586, -2.370, -3.421], [-5.416, 0.112, 0.974], [-4.391, -0.088, -0.626], [-4.945, -1.729, -1.499], [-4.631, 1.418, -1.668], [-2.505, -0.281, -0.535], [-1.242, -0.241, -0.518], [-6.242, -0.600, 1.041], [-5.636, 1.218, 1.187], [-4.738, -0.183, 1.784], [-5.998, -1.767, -1.824], [-4.869, -2.547, -0.766], [-4.253, -1.998, -2.353], [-3.893, 2.229, -1.533], [-5.648, 1.927, -1.705], [-4.490, 1.012, -2.692]],
  "mulliken_charge": [-0.1940, -0.1321, 0.5487, -0.8296, -0.3584, -0.6393, -0.1273, 0.0955, 0.7236, -0.7861, -0.2775, -0.8655, 0.1802, -0.0248, 0.1253, 0.2924, 0.4538, 0.3475, 0.3787, 0.1674, 0.4131, 0.4271, 0.2484, -0.6679, 1.6789, -0.6604, -0.6278, -0.6488, -1.0793, 0.3345, -1.0358, -0.9998, 0.4061, -0.5408, 0.3143, 0.2689, 0.3267, 0.3282, 0.2788, 0.2838, 0.3316, 0.2899, 0.2520],
  "total_energy_ha": -1944.0147,
  "homo_ha": -0.1762,
  "orbital_gap_ev": 7.33,
  "charge": -1,
  "de_lowest_ev": 0.4070
}